Below is a 2-piece molecular cluster, C2H5ClOS overall, with properties calculated with wB97M-V/def2-TZVPD.

Each line ends with the natural charge from an NBO analysis.
CARTESIAN COORDINATES (ANGSTROEM)
1 Cl 1.974 -2.129 -0.050  -0.18
2 S 3.210 -0.633 -0.816  -0.01
3 O 0.039 0.895 -1.093  -0.54
4 C -1.545 -0.051 0.612  -0.71
5 C -0.552 0.921 -0.037  0.47
6 H -2.123 0.582 1.149  0.22
7 H -0.842 -0.822 1.181  0.26
8 H -2.097 -0.511 -0.235  0.23
9 H 2.160 0.122 -1.495  0.19
10 H -0.223 1.626 0.783  0.08

SMILES string: CC=O.SCl
Max |F| (eV/A): 5.4
DFT total energy (a.u.): -1012.76614
Relative energy (zero: lowest compared OMol25 entry of this formula, charge and spin) (kJ/mol): 111.2
E_HOMO (eV): -9.40


Below is a 2-piece molecular cluster, C2H5F2N overall, with properties calculated with wB97M-V/def2-TZVPD.

Each line ends with the natural charge from an NBO analysis.
CARTESIAN COORDINATES (ANGSTROEM)
1 F 1.851 1.091 -0.280  -0.38
2 F 0.281 -0.646 1.733  -0.34
3 N -1.286 0.580 0.452  -0.82
4 C 0.849 0.163 -0.627  -0.06
5 C -0.088 -0.126 0.444  0.51
6 H -1.870 0.878 -0.313  0.42
7 H -0.440 -2.522 -0.333  -0.10
8 H 0.270 0.736 -1.478  0.19
9 H -1.793 0.209 1.254  0.40
10 H 1.407 -0.630 -1.038  0.20

Max |F| (eV/A): 3.4
DFT total energy (a.u.): -333.50827
Relative energy (zero: lowest compared OMol25 entry of this formula, charge and spin) (kJ/mol): 508.2
E_HOMO (spin up / spin down) (eV): -7.54 / -10.12


Below is one molecule with the formula C2H5F2N3, with properties calculated with wB97M-V/def2-TZVPD.

Each line ends with the natural charge from an NBO analysis.
CARTESIAN COORDINATES (ANGSTROEM)
1 F 2.827 -0.404 -0.152  -0.34
2 F 1.617 1.435 -0.121  -0.40
3 N -1.823 -0.755 -0.445  -0.82
4 N 0.597 -0.520 -0.223  -0.78
5 N -1.272 1.119 0.770  -0.76
6 C -0.996 0.122 0.070  0.66
7 C 1.679 0.105 0.312  0.68
8 H -1.650 -1.668 -0.862  0.41
9 H -0.723 1.940 0.818  0.39
10 H -2.851 -0.632 -0.503  0.41
11 H 1.897 0.246 1.461  0.13
12 H 0.698 -0.988 -1.126  0.40

SMILES string: [H]/N=C(/N)NC(F)F
Max |F| (eV/A): 4.5
DFT total energy (a.u.): -443.16306
Relative energy (zero: lowest compared OMol25 entry of this formula, charge and spin) (kJ/mol): 140.3
E_HOMO (eV): -9.76


Below is a 2-piece molecular cluster, C2H5F2NS overall, with properties calculated with wB97M-V/def2-TZVPD.

Each line ends with the natural charge from an NBO analysis.
CARTESIAN COORDINATES (ANGSTROEM)
1 S -1.662 0.099 -0.912  0.66
2 F 2.814 2.949 1.234  -0.29
3 F 0.774 2.310 1.043  -0.34
4 N -1.244 -0.674 0.376  -1.12
5 C 2.505 0.679 0.884  -0.60
6 C 2.089 1.884 1.128  0.74
7 H 1.978 -0.324 0.699  0.27
8 H 3.610 0.644 0.849  0.23
9 H -0.620 0.923 -1.352  0.07
10 H -1.607 -0.864 -2.081  0.05
11 H -1.937 -0.542 1.014  0.35

Max |F| (eV/A): 3.8
DFT total energy (a.u.): -731.73267
Relative energy (zero: lowest compared OMol25 entry of this formula, charge and spin) (kJ/mol): 360.7
E_HOMO (eV): -9.27


Below is one molecule with the formula C2H5F2P, with properties calculated with wB97M-V/def2-TZVPD.

Each line ends with the natural charge from an NBO analysis.
CARTESIAN COORDINATES (ANGSTROEM)
1 P 1.485 0.574 -0.185  1.35
2 F -0.606 1.815 0.159  -0.41
3 F 2.571 -0.478 0.268  -0.53
4 C -0.041 0.609 0.726  -0.18
5 C -1.011 -0.496 0.485  -0.71
6 H -1.387 -0.743 -0.500  0.19
7 H -0.731 -1.478 0.747  0.23
8 H 1.855 1.795 0.347  -0.07
9 H -1.826 -0.079 1.004  0.23
10 H 1.979 0.792 -1.453  -0.11

SMILES string: CC(F)=[PH2]F
Max |F| (eV/A): 2.3
DFT total energy (a.u.): -620.17204
Relative energy (zero: lowest compared OMol25 entry of this formula, charge and spin) (kJ/mol): 265.1
E_HOMO (eV): -8.04


Below is a 2-piece molecular cluster, C2H5FN2O overall, with properties calculated with wB97M-V/def2-TZVPD.

Each line ends with the natural charge from an NBO analysis.
CARTESIAN COORDINATES (ANGSTROEM)
1 F -0.219 1.077 -0.622  -0.27
2 O 4.005 -0.563 -0.545  -0.53
3 N 2.198 0.241 0.669  -0.76
4 N -0.615 -0.175 -0.215  -0.23
5 C -2.020 -0.074 0.200  -0.47
6 C 3.008 -0.199 -0.084  0.84
7 H -2.755 -0.055 -0.727  0.20
8 H -1.959 0.831 0.751  0.22
9 H -0.581 -0.741 -1.138  0.34
10 H 1.224 0.469 0.657  0.44
11 H -2.286 -0.812 1.054  0.23

SMILES string: N=C=O.CNF
Max |F| (eV/A): 4.0
DFT total energy (a.u.): -363.72626
Relative energy (zero: lowest compared OMol25 entry of this formula, charge and spin) (kJ/mol): 222.3
E_HOMO (eV): -10.32


Below is one molecule with the formula C2H5FN2OS, with properties calculated with wB97M-V/def2-TZVPD.

Each line ends with the natural charge from an NBO analysis.
CARTESIAN COORDINATES (ANGSTROEM)
1 S -1.195 -2.099 -1.296  0.14
2 F -0.124 2.091 0.809  -0.36
3 O 1.836 0.790 -0.662  -0.55
4 N -1.117 -1.035 0.027  -0.60
5 N 0.654 0.196 -1.061  -0.34
6 C -0.206 -0.110 -0.001  0.34
7 C -0.108 0.801 1.229  0.00
8 H -1.960 -2.979 -0.560  0.14
9 H 1.565 1.733 -0.642  0.48
10 H -1.042 0.572 1.809  0.20
11 H 0.891 -0.689 -1.535  0.37
12 H 0.806 0.729 1.882  0.19

SMILES string: ON/C(CF)=N\S
Max |F| (eV/A): 2.4
DFT total energy (a.u.): -761.91906
Relative energy (zero: lowest compared OMol25 entry of this formula, charge and spin) (kJ/mol): 41.3
E_HOMO (eV): -8.75


Below is C2H5FNO as an isolated structure, with properties calculated with wB97M-V/def2-TZVPD.

Each line ends with the natural charge from an NBO analysis.
CARTESIAN COORDINATES (ANGSTROEM)
1 F -0.411 -1.625 -0.179  -0.43
2 O -2.633 0.263 0.381  -0.81
3 N -1.066 0.696 -0.434  -0.52
4 C 1.307 0.187 0.042  -0.65
5 C -0.264 -0.247 0.232  0.32
6 H 1.574 1.054 0.557  0.20
7 H 1.795 -0.706 0.470  0.19
8 H 1.602 0.334 -0.953  0.19
9 H -1.183 0.316 -1.434  0.32
10 H -0.722 -0.273 1.319  0.19

Max |F| (eV/A): 4.6
Charge: -1
DFT total energy (a.u.): -308.94132
Relative energy (zero: lowest compared OMol25 entry of this formula, charge and spin) (kJ/mol): 474.9
E_HOMO (eV): -2.74


Below is a 2-piece molecular cluster, C2H5FO overall, with properties calculated with wB97M-V/def2-TZVPD.

Each line ends with the natural charge from an NBO analysis.
CARTESIAN COORDINATES (ANGSTROEM)
1 F -0.699 1.027 0.053  -0.38
2 O 2.286 0.442 0.014  -0.63
3 C 1.633 -0.680 0.087  0.08
4 C -1.641 0.034 -0.075  -0.13
5 H 1.888 1.020 -0.660  0.50
6 H -1.133 -0.918 0.071  0.18
7 H -2.056 0.128 -1.077  0.16
8 H 2.126 -1.262 0.905  0.06
9 H -2.404 0.210 0.683  0.16

Max |F| (eV/A): 0.9
DFT total energy (a.u.): -254.17883
Relative energy (zero: lowest compared OMol25 entry of this formula, charge and spin) (kJ/mol): 294.5
E_HOMO (eV): -8.58


Below is one molecule with the formula C2H5FO2, with properties calculated with wB97M-V/def2-TZVPD.

Each line ends with the natural charge from an NBO analysis.
CARTESIAN COORDINATES (ANGSTROEM)
1 F -1.766 0.812 0.001  -0.40
2 O -1.614 -1.391 0.348  -0.71
3 O 0.145 -0.231 -0.493  -0.53
4 C 1.348 0.569 -0.323  -0.26
5 C -0.866 -0.208 0.429  0.70
6 H 1.762 0.691 -1.270  0.20
7 H 2.302 -0.084 0.074  0.17
8 H -0.721 -0.065 1.524  0.15
9 H 1.309 1.473 0.238  0.19
10 H -1.900 -1.565 -0.529  0.48

SMILES string: CO[C@H](O)F
Max |F| (eV/A): 4.2
DFT total energy (a.u.): -329.51313
Relative energy (zero: lowest compared OMol25 entry of this formula, charge and spin) (kJ/mol): 129.5
E_HOMO (eV): -10.86